C31H78BN9NbO11S as an isolated structure in a non-equilibrium geometry. Source: the OMol25 dataset; level of theory: ωB97M-V/def2-TZVPD.

Kohn-Sham gap = 5.64 eV
maximum force = 2.4 eV Å⁻¹
charge = -1

Positions of all 132 atoms, in Å:
C1 -2.15 -0.43 -0.19
C2 -2.19 -1.88 0.27
C3 -3.58 -2.46 0.55
C4 -3.61 -4.00 0.35
Nb1 -2.61 -4.99 2.11
B1 -2.71 -7.21 1.34
O1 -3.07 -8.19 2.24
N1 -2.48 -7.64 -0.06
C5 -1.18 -7.25 -0.59
C6 -3.58 -7.32 -0.98
S1 -4.87 -4.97 3.45
C7 -4.89 -3.76 4.78
O2 -5.05 -6.26 4.13
O3 -5.98 -4.68 2.55
H1 -2.96 -0.20 -0.87
H2 -1.24 -0.26 -0.75
H3 -2.16 0.27 0.65
H4 -1.73 -2.49 -0.50
H5 -1.58 -1.98 1.16
H6 -3.87 -2.19 1.57
H7 -4.29 -1.98 -0.12
H8 -4.64 -4.30 0.20
H9 -3.00 -4.18 -0.54
H10 -2.11 -3.43 2.98
H11 -1.81 -5.79 3.57
H12 -1.01 -4.88 1.24
H13 -2.31 -8.34 2.80
H14 -0.45 -7.20 0.21
H15 -0.83 -8.02 -1.28
H16 -1.21 -6.31 -1.14
H17 -4.49 -7.12 -0.41
H18 -3.76 -8.13 -1.68
H19 -3.36 -6.41 -1.54
H20 -4.14 -3.01 4.59
H21 -4.64 -4.31 5.68
H22 -5.89 -3.35 4.85
C8 -0.22 4.42 -1.64
C9 -1.15 3.24 -1.82
O4 -0.87 2.12 -1.44
N2 -2.34 3.47 -2.45
C10 -2.85 4.72 -2.98
H23 0.67 4.07 -1.13
H24 0.07 4.83 -2.61
H25 -0.68 5.20 -1.04
H26 -2.91 2.65 -2.54
H27 -3.78 5.00 -2.49
H28 -3.03 4.64 -4.05
H29 -2.13 5.52 -2.81
C11 -4.77 1.22 3.02
C12 -3.38 0.83 3.48
O5 -2.77 -0.07 2.95
N3 -2.85 1.54 4.52
C13 -3.45 2.63 5.26
H30 -5.04 0.57 2.20
H31 -5.50 1.10 3.83
H32 -4.79 2.26 2.68
H33 -1.92 1.23 4.77
H34 -2.83 3.52 5.18
H35 -3.53 2.36 6.32
H36 -4.43 2.86 4.88
C14 3.56 5.20 -4.94
C15 3.36 4.72 -3.52
O6 3.17 5.48 -2.58
N4 3.39 3.38 -3.31
C16 3.64 2.33 -4.27
H37 3.55 6.28 -4.93
H38 4.53 4.88 -5.32
H39 2.77 4.83 -5.59
H40 3.24 3.12 -2.35
H41 2.81 1.62 -4.30
H42 4.54 1.78 -3.97
H43 3.81 2.74 -5.25
C17 -8.07 -7.59 2.83
C18 -9.43 -8.20 3.00
O7 -10.45 -7.74 2.49
N5 -9.51 -9.32 3.78
C19 -8.43 -9.99 4.46
H44 -8.14 -6.71 2.20
H45 -7.64 -7.28 3.79
H46 -7.38 -8.30 2.36
H47 -10.44 -9.69 3.86
H48 -8.33 -11.03 4.11
H49 -8.61 -10.02 5.54
H50 -7.49 -9.48 4.29
C20 7.00 3.45 -1.20
C21 7.12 3.04 -2.65
O8 6.71 3.74 -3.56
N6 7.70 1.84 -2.90
C22 8.23 0.87 -1.96
H51 6.51 4.42 -1.17
H52 6.39 2.74 -0.64
H53 7.98 3.53 -0.73
H54 7.74 1.62 -3.89
H55 9.29 0.69 -2.16
H56 7.71 -0.08 -2.06
H57 8.12 1.23 -0.94
C23 -6.10 6.66 4.50
C24 -4.71 6.33 5.00
O9 -4.03 5.45 4.50
N7 -4.23 7.07 6.05
C25 -4.89 8.14 6.76
H58 -6.33 5.99 3.68
H59 -6.84 6.51 5.29
H60 -6.15 7.69 4.15
H61 -3.30 6.80 6.33
H62 -4.31 9.06 6.69
H63 -4.99 7.89 7.82
H64 -5.88 8.32 6.35
C26 9.32 -2.52 -4.69
C27 8.99 -2.94 -3.28
O10 8.69 -2.13 -2.42
N8 9.03 -4.26 -2.99
C28 9.36 -5.37 -3.88
H65 9.24 -1.44 -4.76
H66 10.33 -2.82 -4.96
H67 8.62 -2.97 -5.40
H68 8.80 -4.48 -2.03
H69 8.52 -6.06 -3.94
H70 10.22 -5.91 -3.50
H71 9.58 -5.00 -4.87
C29 8.06 8.44 -5.23
C30 7.08 7.33 -4.90
O11 6.00 7.24 -5.44
N9 7.46 6.42 -3.97
C31 8.69 6.35 -3.22
H72 7.61 9.07 -5.99
H73 8.28 9.04 -4.35
H74 8.99 8.03 -5.62
H75 6.78 5.68 -3.81
H76 9.22 5.41 -3.43
H77 8.50 6.40 -2.15
H78 9.35 7.18 -3.49